No. 1
24
Properties=species:S:1:pos:R:3:forces:R:3 method="wB97M-V/def2-TZVPD" smiles="COC1=C(C)C=C[C@H](Br)[C@H]1C" homo_ev=-7.727 gap_ha=0.28888 e_lumo_ev=0.13
C -1.20966 2.04404 -0.12655 -0.538 0.654 0.523
C -1.81763 1.07844 0.54845 1.781 -0.829 -0.642
C 0.17099 1.90798 -0.64471 -3.223 -1.630 -1.216
C -1.28177 -0.24402 0.60240 -0.239 -2.804 0.174
C 0.82998 0.52974 -0.41499 1.408 0.839 -2.686
C -0.10610 -0.54139 -0.00077 -1.768 -0.516 0.022
C -2.20342 -1.39017 1.18658 -2.021 4.209 -3.019
C 1.95567 0.54958 0.68629 -0.119 2.686 -1.169
C 1.49984 -2.01792 -0.88080 -0.377 -1.298 -0.306
O 0.23720 -1.87719 -0.24072 0.467 2.373 1.300
Br -0.13592 2.30302 -2.75737 0.270 -0.417 0.745
H -1.86709 2.89925 -0.24582 0.932 0.597 -0.323
H -2.76758 1.18315 0.95572 -1.590 0.534 0.593
H 0.65054 2.80622 -0.51737 2.004 1.494 0.629
H 1.20906 0.31880 -1.53626 -0.305 0.069 2.773
H -3.25549 -0.90471 1.46181 2.270 -1.542 -0.582
H -1.70337 -1.76966 1.95332 1.667 -1.399 4.036
H -2.20895 -2.21824 0.51396 -0.780 -0.380 -0.885
H 2.93638 0.88201 0.27842 -0.532 -0.514 0.047
H 1.99269 -0.45258 1.04601 0.357 -0.224 1.083
H 1.70399 1.39110 1.40493 0.062 -1.571 -0.253
H 2.37212 -1.40787 -0.63163 -0.643 0.082 0.139
H 1.26183 -2.03166 -1.90798 0.305 0.717 -1.608
H 1.73668 -3.03789 -0.73292 0.611 -1.131 0.625

***

No. 2
27
Properties=species:S:1:pos:R:3:forces:R:3 method="wB97M-V/def2-TZVPD" s2=2.0089 homo_ev="-8.501 / -8.878" spin_multiplicity=3 gap_ha="0.33799 / 0.27950" e_lumo_ev="0.70 / -1.27"
C -0.56971 0.60375 -0.01093 1.962 -1.408 -0.291
C -2.52473 1.88164 0.95004 -1.267 1.502 -0.749
C -1.90435 1.01964 -0.16661 -1.977 2.418 -0.596
C -3.05411 0.54600 0.69686 1.299 -2.800 1.953
C 3.38472 -1.06891 -1.07950 0.416 1.773 -1.163
C 2.63107 0.06392 -1.01125 1.733 -1.702 -0.390
C 5.59422 -0.15254 0.53031 1.951 -0.293 1.463
C -4.39240 0.11511 0.14408 -1.154 1.900 -2.157
C 3.30571 -2.43366 -0.49002 -1.159 -2.903 -1.104
N -0.21166 -0.31664 0.94002 1.655 0.628 -1.765
N 0.42386 0.91824 -0.86997 -0.727 -0.442 1.602
N 1.04338 -0.59020 0.65060 0.244 0.363 0.500
N 1.42298 0.17608 -0.37256 -2.490 -0.696 1.457
Cl 5.70742 1.47700 0.80410 -0.571 0.728 -0.351
H -2.04197 2.03257 1.89277 0.578 0.092 0.161
H -3.13822 2.75316 0.61945 0.595 -0.766 0.205
H -2.07053 1.41954 -1.19464 -0.332 -0.438 0.951
H -2.63176 -0.20687 1.50332 -0.969 1.479 -1.717
H 4.19446 -0.87708 -1.81380 -0.153 -0.380 0.827
H 2.91902 1.00351 -1.46929 0.053 -0.363 -0.282
H 6.42875 -0.66439 1.10478 -1.335 -0.396 -1.062
H -5.25464 0.98877 0.16838 2.138 -2.313 0.298
H -4.71354 -0.83146 0.62761 -0.094 0.796 -0.556
H -4.17589 -0.01862 -0.98776 -0.905 -0.271 1.767
H 3.64744 -3.30717 -1.23832 -0.936 2.202 1.001
H 2.24319 -2.72026 -0.15005 1.754 0.566 -0.302
H 4.03007 -2.66216 0.29892 -0.310 0.724 0.301

***

No. 3
27
Properties=species:S:1:pos:R:3:forces:R:3 method="wB97M-V/def2-TZVPD" charge=+2 homo_ev=-14.343 gap_ha=0.24888 e_lumo_ev=-7.57
C -0.66434 -0.20581 -3.63585 -0.315 0.743 0.148
C 0.47596 -0.85685 -3.14898 -0.474 0.622 -1.160
C -1.86009 -0.05576 -2.93359 1.181 -0.950 1.269
C -0.67798 -1.14941 -1.05983 0.290 0.631 -2.074
C 0.44494 -1.32420 -1.84099 0.029 -0.061 -1.962
C -1.80143 -0.52610 -1.61996 -0.674 0.050 1.578
C 2.93791 -1.66535 -1.20683 0.426 -0.766 -0.434
C 2.63659 -3.55897 -0.17268 2.286 0.889 -2.995
C 3.53533 -0.40588 -1.71349 2.455 -2.894 -0.377
N 3.58316 -2.56281 -0.54833 -0.413 0.823 0.059
N 1.57049 -2.04946 -1.35905 0.040 -5.152 3.347
N 1.42188 -3.28301 -0.73419 -2.254 4.587 -3.097
N -4.47291 5.58743 7.38535 -2.607 0.914 1.823
Cl -3.12987 -0.21105 -0.48717 0.553 -0.235 -0.776
H -0.64039 0.39374 -4.52610 0.380 -0.522 -0.792
H 1.27553 -0.96963 -3.89452 -0.005 -0.072 0.863
H -2.74676 0.41295 -3.34243 0.192 0.059 0.095
H -0.45289 -1.43592 -0.09624 -0.959 -0.473 2.375
H 3.05631 -4.53147 -0.37925 -0.272 -0.802 -0.113
H 2.45580 -3.50270 0.83412 -0.336 -0.063 3.281
H 2.87638 0.35609 -1.54870 -1.487 2.364 0.252
H 3.87129 -0.48129 -2.80384 -0.425 0.139 1.614
H 4.38413 -0.42550 -0.98493 -0.182 1.038 -1.154
H -4.24357 6.09714 8.23405 1.583 0.250 0.121
H -3.94414 4.76018 7.21772 0.716 -0.840 0.052
H -4.45337 6.23330 6.59849 -0.354 -0.042 -0.191
H -5.43795 5.36037 7.76723 0.626 -0.239 -1.751

***

No. 4
28
Properties=species:S:1:pos:R:3:forces:R:3 method="wB97M-V/def2-TZVPD" charge=+2 homo_ev=-16.970 gap_ha=0.28124 e_lumo_ev=-9.32
C -0.07938 -1.37266 -0.41024 -0.824 0.067 -1.648
C 0.93438 0.52665 0.66088 -1.399 -1.921 -1.810
C -2.48006 -1.28575 0.16551 1.287 0.879 -0.990
C -2.20866 2.04420 -0.53074 -0.994 0.654 -0.579
C -1.55793 -0.77362 -0.63484 0.457 -2.592 1.729
C -0.04139 1.58079 0.36075 -1.909 -0.498 -0.849
C -1.90912 3.37050 -1.10381 -2.328 1.781 -1.963
C 1.29148 -3.33833 -0.94256 4.167 1.285 -2.652
C 2.83359 -0.22589 1.91716 -0.342 1.508 -1.939
N 0.91834 -0.74057 0.08778 0.460 2.699 1.767
N -1.04787 1.32707 -0.36852 2.602 -1.654 0.999
N 0.13736 -2.54974 -0.98077 -2.775 0.722 0.468
N 1.78992 0.80565 1.56041 2.466 1.019 1.165
O -3.24974 1.48029 -0.25671 0.789 0.808 -0.176
Cl -3.36820 -1.36108 1.44162 -0.390 -0.060 0.260
H -1.80692 -0.41471 -1.60020 -0.283 0.092 -0.822
H 0.01271 2.48035 0.91227 0.276 1.153 0.735
H -2.84567 3.98871 -1.30495 1.026 -1.204 -0.285
H -1.15658 3.47633 -1.92675 -0.940 -0.818 0.359
H -1.47937 3.98691 -0.38686 1.078 0.903 2.023
H 2.23782 -2.79384 -0.67140 -1.360 -0.485 0.846
H 1.14746 -4.28390 -0.53142 -0.188 -1.362 1.167
H 1.63179 -3.50307 -1.99460 -0.739 -0.298 0.353
H 2.43347 -0.65623 2.78083 -0.367 -1.554 1.115
H 3.71771 0.32535 2.22578 0.238 -0.186 -0.420
H 2.88911 -0.84350 0.96618 0.496 0.422 1.837
H -0.65878 -3.04088 -1.37891 -0.033 0.373 0.078
H 1.91452 1.79098 1.94412 -0.470 -1.733 -0.766

***

| no. | strongest force on any atom (eV/Å) | total energy (eV) |
| --- | --- | --- |
| 1 | 5.6 | -81630.80659 |
| 2 | 3.7 | -28018.66978 |
| 3 | 6.1 | -28008.52437 |
| 4 | 5.1 | -30052.20122 |